# 1
{"formula": "C27H43NO8", "method": "wB97M-V/def2-TZVPD", "homo_lumo_gap_ev": 9.429, "largest_force_ev_per_a": 1.0, "de_lowest_kj_mol": 10.3, "lumo_energy_ev": 0.7, "homo_energy_ha": -0.3222, "multiplicity": 1, "smiles": "C=C[C@@]1(C)CC(=O)[C@]2(O)[C@@]3(C)[C@@H](O)CCC(C)(C)[C@@H]3[C@H](OC(=O)CCN(C)C)[C@H](OC(C)=O)[C@@]2(C)O1", "elements": ["C", "C", "C", "O", "C", "C", "H", "H", "H", "C", "H", "C", "C", "H", "C", "C", "H", "H", "H", "C", "H", "H", "H", "C", "C", "H", "C", "H", "O", "H", "C", "C", "H", "H", "H", "C", "C", "O", "C", "H", "H", "O", "H", "H", "H", "H", "H", "O", "C", "O", "C", "H", "C", "N", "C", "H", "H", "H", "C", "H", "H", "H", "H", "H", "H", "O", "C", "O", "C", "H", "H", "H", "C", "H", "H", "H", "H", "H", "H"], "positions_angstrom": [[-6.500, -1.351, 0.632], [-5.261, -1.759, 0.437], [-4.258, -1.133, -0.508], [-2.998, -1.461, 0.094], [-1.796, -0.799, -0.313], [-1.359, -1.212, -1.717], [-0.278, -1.205, -1.790], [-1.770, -0.559, -2.480], [-1.692, -2.232, -1.891], [-0.753, -1.236, 0.737], [-1.227, -1.236, 1.728], [0.496, -0.327, 0.810], [0.116, 1.152, 0.993], [-0.513, 1.134, 1.890], [1.312, 2.071, 1.364], [2.595, 1.813, 0.570], [3.307, 2.608, 0.784], [2.414, 1.795, -0.498], [3.060, 0.873, 0.851], [1.633, 1.851, 2.851], [0.798, 2.149, 3.480], [2.501, 2.443, 3.134], [1.861, 0.808, 3.056], [0.896, 3.543, 1.171], [-0.603, 3.747, 1.334], [-0.842, 4.812, 1.360], [-1.343, 3.117, 0.153], [-1.145, 3.717, -0.740], [-2.736, 3.222, 0.307], [-2.984, 2.720, 1.096], [-0.825, 1.655, -0.133], [-0.144, 1.688, -1.504], [0.381, 0.769, -1.720], [-0.881, 1.875, -2.278], [0.576, 2.501, -1.521], [-2.063, 0.722, -0.070], [-3.173, 1.024, -1.076], [-3.014, 1.496, -2.174], [-4.473, 0.402, -0.635], [-5.242, 0.604, -1.379], [-4.778, 0.821, 0.324], [-2.578, 0.811, 1.259], [-3.025, -0.027, 1.453], [-0.956, 3.307, 2.269], [1.182, 3.885, 0.175], [1.434, 4.160, 1.893], [1.061, -0.660, 1.691], [1.323, -0.587, -0.325], [2.285, -1.503, -0.195], [2.537, -2.094, 0.822], [3.024, -1.696, -1.501], [2.802, -2.699, -1.871], [4.532, -1.573, -1.254], [4.880, -0.223, -0.847], [6.031, -0.185, 0.030], [6.192, 0.843, 0.351], [6.952, -0.549, -0.452], [5.830, -0.794, 0.910], [5.050, 0.664, -1.977], [5.907, 0.381, -2.611], [4.151, 0.658, -2.589], [5.208, 1.677, -1.611], [4.790, -2.258, -0.444], [5.081, -1.886, -2.159], [2.675, -0.962, -2.225], [-0.331, -2.565, 0.462], [-0.181, -3.388, 1.515], [-0.485, -3.098, 2.639], [0.432, -4.688, 1.081], [0.203, -5.466, 1.801], [0.087, -4.958, 0.088], [1.511, -4.536, 1.050], [-4.445, -1.784, -1.888], [-5.502, -1.775, -2.142], [-3.898, -1.248, -2.658], [-4.107, -2.817, -1.856], [-4.871, -2.625, 0.953], [-6.915, -0.494, 0.129], [-7.158, -1.871, 1.306]]}

=====

# 2
{"formula": "C27H44AuNOSSiTe", "method": "wB97M-V/def2-TZVPD", "homo_lumo_gap_ev": [8.445, 5.811], "largest_force_ev_per_a": 1.0, "de_lowest_kj_mol": 72.2, "lumo_energy_ev": [-5.2, -8.0], "homo_energy_ha": [-0.5009, -0.5063], "total_charge": 2, "multiplicity": 3, "elements": ["Au", "C", "Si", "C", "N", "C", "C", "C", "C", "C", "C", "C", "C", "C", "C", "C", "C", "C", "C", "C", "C", "C", "H", "H", "H", "H", "H", "H", "H", "H", "H", "H", "H", "H", "H", "H", "H", "H", "H", "H", "H", "H", "H", "H", "H", "H", "C", "Te", "C", "H", "H", "H", "H", "H", "H", "C", "C", "C", "S", "O", "C", "C", "C", "H", "H", "H", "H", "H", "H", "H", "H", "H", "H", "H", "H", "H", "H"], "positions_angstrom": [[0.668, 0.168, 0.545], [1.432, -1.712, 0.103], [0.680, -3.098, -0.949], [-1.253, -3.438, -0.445], [-1.988, -2.275, -0.377], [-2.425, -1.599, -1.563], [-3.775, -0.909, -1.321], [-4.601, -1.779, -0.379], [-3.932, -1.831, 0.998], [-2.398, -1.679, 0.851], [0.609, -2.875, -2.818], [-0.008, -3.840, -3.619], [-0.004, -3.726, -4.996], [0.624, -2.649, -5.600], [1.251, -1.689, -4.822], [1.241, -1.800, -3.443], [1.528, -4.683, -0.362], [1.479, -5.069, 0.978], [2.155, -6.191, 1.415], [2.895, -6.944, 0.515], [2.959, -6.567, -0.818], [2.279, -5.446, -1.255], [2.403, -1.493, -0.337], [1.654, -2.159, 1.077], [-1.237, -3.963, 0.504], [-1.600, -4.099, -1.235], [-2.499, -2.322, -2.376], [-1.673, -0.854, -1.861], [-4.287, -0.766, -2.271], [-3.638, 0.075, -0.872], [-4.676, -2.786, -0.792], [-5.611, -1.384, -0.290], [-4.159, -2.780, 1.482], [-4.297, -1.023, 1.633], [-1.882, -2.143, 1.692], [-2.139, -0.613, 0.832], [-0.488, -4.694, -3.162], [-0.490, -4.477, -5.599], [0.630, -2.561, -6.675], [1.750, -0.854, -5.289], [1.734, -1.052, -2.839], [0.906, -4.486, 1.687], [2.111, -6.477, 2.455], [3.425, -7.821, 0.854], [3.546, -7.140, -1.519], [2.331, -5.152, -2.292], [0.120, 0.476, 4.855], [1.235, -0.547, 3.326], [2.921, 0.758, 3.477], [-0.002, 1.524, 4.597], [0.671, 0.383, 5.789], [-0.846, -0.006, 4.950], [3.589, 0.373, 4.243], [2.582, 1.752, 3.749], [3.441, 0.783, 2.528], [2.691, 4.841, -1.354], [1.489, 4.070, -1.885], [0.300, 4.172, -0.937], [0.733, 3.540, 0.736], [-0.010, 2.210, 0.859], [-0.276, 4.654, 1.808], [-1.761, 4.326, 1.860], [-2.586, 4.948, 0.740], [3.480, 4.877, -2.100], [3.088, 4.370, -0.456], [2.414, 5.865, -1.119], [1.756, 3.023, -2.047], [1.187, 4.489, -2.848], [-0.551, 3.592, -1.290], [0.022, 5.217, -0.819], [-0.086, 5.668, 1.465], [0.170, 4.536, 2.796], [-2.146, 4.681, 2.818], [-1.874, 3.239, 1.844], [-2.415, 6.020, 0.680], [-3.646, 4.796, 0.931], [-2.359, 4.499, -0.222]]}

=====

# 3
{"formula": "C27H44BrNOP2STc", "method": "wB97M-V/def2-TZVPD", "homo_lumo_gap_ev": [5.536, 5.228], "largest_force_ev_per_a": 5.1, "de_lowest_kj_mol": 0.0, "lumo_energy_ev": [-13.7, -14.0], "homo_energy_ha": [-0.7058, -0.7074], "total_charge": 4, "multiplicity": 4, "elements": ["C", "C", "C", "C", "N", "C", "C", "C", "C", "C", "C", "C", "C", "C", "Tc", "P", "H", "H", "H", "H", "H", "H", "H", "H", "C", "C", "H", "H", "H", "H", "H", "C", "C", "H", "H", "H", "H", "H", "C", "C", "H", "H", "H", "H", "H", "Br", "P", "C", "C", "H", "H", "H", "H", "H", "C", "C", "H", "H", "H", "H", "H", "C", "C", "H", "H", "H", "H", "H", "C", "S", "C", "O", "H", "H", "H", "H", "H", "H"], "positions_angstrom": [[-3.234, -3.046, 6.639], [-3.411, -3.167, 5.239], [-4.549, -3.870, 4.784], [-5.469, -4.354, 5.728], [-5.299, -4.196, 7.041], [-4.216, -3.568, 7.493], [-2.483, -2.551, 4.321], [-1.689, -1.984, 3.584], [-0.742, -1.332, 2.759], [-0.434, 0.019, 3.002], [0.534, 0.671, 2.250], [1.153, -0.032, 1.210], [0.863, -1.370, 0.927], [-0.091, -2.025, 1.713], [2.323, 1.184, 0.010], [0.854, 2.640, -0.803], [-4.746, -4.033, 3.723], [-2.367, -2.543, 7.070], [-6.372, -4.885, 5.405], [-4.115, -3.470, 8.582], [-0.329, -3.078, 1.534], [-0.949, 0.553, 3.802], [1.401, -1.868, 0.123], [0.810, 1.703, 2.473], [1.668, 3.394, -2.258], [0.743, 3.905, -3.364], [2.365, 2.633, -2.649], [2.303, 4.205, -1.861], [1.371, 4.279, -4.183], [0.110, 3.111, -3.774], [0.106, 4.733, -3.032], [-0.691, 1.777, -1.275], [-1.951, 2.129, -0.487], [-0.479, 0.700, -1.149], [-0.844, 1.917, -2.354], [-2.769, 1.478, -0.819], [-1.818, 1.961, 0.588], [-2.270, 3.166, -0.645], [0.450, 4.067, 0.282], [-0.114, 5.306, -0.405], [1.393, 4.308, 0.797], [-0.239, 3.694, 1.052], [-0.371, 6.041, 0.368], [0.622, 5.768, -1.073], [-1.029, 5.091, -0.968], [3.452, -0.637, -1.227], [-0.193, -2.505, -3.932], [-0.791, -0.766, -3.880], [-1.169, -0.278, -5.280], [0.004, -0.152, -3.435], [-1.661, -0.742, -3.208], [-1.785, 0.624, -5.210], [-0.278, -0.033, -5.871], [-1.745, -1.037, -5.825], [1.606, -2.362, -3.608], [2.364, -3.500, -4.290], [1.753, -2.370, -2.521], [1.932, -1.382, -3.977], [3.428, -3.250, -4.343], [2.267, -4.436, -3.727], [1.996, -3.665, -5.310], [-0.808, -3.193, -2.332], [-2.114, -3.956, -2.543], [-0.923, -2.371, -1.612], [-0.024, -3.866, -1.956], [-2.326, -4.575, -1.667], [-2.959, -3.276, -2.689], [-2.049, -4.616, -3.415], [5.378, 1.728, 1.267], [3.732, 2.473, 1.268], [3.521, 2.569, 3.071], [3.839, 3.899, 0.808], [5.522, 1.141, 2.181], [6.087, 2.570, 1.239], [5.483, 1.087, 0.387], [4.126, 3.426, 3.389], [2.469, 2.745, 3.307], [3.869, 1.641, 3.538]]}